Record 1
{
  "formula": "C20H20HfN4O6",
  "method": "the ωB97M-V functional and the def2-TZVPD basis",
  "largest_force_ev_per_a": 4.57,
  "e_homo_ev": -15.47,
  "charge": 2,
  "symbols": ["C", "C", "H", "H", "H", "H", "H", "H", "C", "C", "C", "C", "H", "H", "H", "H", "N", "C", "C", "N", "C", "C", "C", "H", "H", "C", "H", "H", "Hf", "C", "H", "H", "H", "O", "C", "O", "C", "C", "C", "C", "C", "C", "N", "O", "O", "N", "O", "O", "H", "H", "H"],
  "positions_angstrom": [[0.551, -2.105, -0.311], [-0.382, -1.659, 1.618], [-0.075, -1.991, -1.205], [0.300, -3.107, 0.093], [1.564, -2.188, -0.707], [-0.819, -0.881, 2.229], [-1.260, -2.199, 1.210], [0.111, -2.345, 2.331], [2.773, 0.922, -1.816], [3.694, 1.695, -2.542], [4.086, 2.936, -2.006], [3.595, 3.367, -0.786], [2.410, -0.059, -2.136], [4.063, 1.326, -3.480], [4.782, 3.551, -2.570], [3.865, 4.337, -0.364], [2.273, 1.392, -0.646], [2.699, 2.569, -0.066], [2.121, 2.892, 1.263], [1.189, 2.014, 1.764], [0.661, 2.172, 3.014], [1.855, 4.230, 3.265], [0.972, 3.279, 3.768], [-0.015, 1.364, 3.340], [0.503, 3.402, 4.758], [2.447, 4.042, 2.001], [3.126, 4.764, 1.565], [2.093, 5.125, 3.831], [0.775, 0.177, 0.520], [2.402, -0.896, 1.614], [2.343, -0.762, 2.707], [3.437, -0.626, 1.345], [2.294, -1.975, 1.430], [-2.018, 1.423, -2.140], [-1.893, 0.565, -1.307], [-0.987, 0.546, -0.309], [-2.784, -0.656, -1.331], [-2.892, -1.324, -2.554], [-3.521, -2.585, -2.625], [-4.155, -3.119, -1.492], [-4.085, -2.426, -0.264], [-3.416, -1.175, -0.188], [-4.552, -3.049, 0.953], [-5.129, -4.154, 0.849], [-4.332, -2.431, 2.025], [-3.425, -3.373, -3.823], [-2.790, -2.891, -4.787], [-3.976, -4.497, -3.830], [-2.443, -0.892, -3.440], [-4.690, -4.064, -1.540], [-3.344, -0.663, 0.774]],
  "forces_ev_per_a": [[-2.2952, -2.4087, 1.0516], [-0.6131, -4.2919, -1.4498], [-0.8476, 0.6622, 0.6963], [0.4793, 0.4859, -0.6064], [0.8470, 0.8359, 1.2339], [0.3262, 1.7884, -0.4964], [0.4156, 0.4994, 0.2914], [0.3526, 0.4093, -0.8641], [0.4341, 1.4192, 0.2644], [-0.6357, -0.1018, 1.0541], [-0.1090, -0.7547, -0.6659], [-0.5653, 0.1539, 1.1235], [0.1884, 0.4060, -0.1279], [0.1829, 0.0132, -0.2164], [-0.1166, -0.0330, 0.1443], [0.1472, -0.3771, -0.3289], [-0.0311, -0.2354, 0.5860], [-0.0800, -0.7700, -1.5856], [-0.8306, 0.4149, 0.9746], [0.3653, -0.2462, 0.1821], [0.3698, -0.1560, -1.3027], [0.2941, -0.1224, -0.8534], [-0.3662, 0.1660, 0.9435], [0.3095, 0.6831, 0.0188], [0.3769, -0.0428, -0.6248], [-0.5345, -0.8465, -0.0412], [0.0021, 0.0259, 0.2974], [-0.0535, -0.1310, 0.0019], [1.4679, 2.6610, -0.0439], [0.1481, -0.3572, 0.1442], [0.0355, -0.0591, -0.1000], [-0.2439, 0.0669, 0.0375], [0.3916, 0.2555, 0.3318], [0.9799, -0.3827, 0.9868], [-2.0183, -0.0714, -0.9852], [0.6190, 0.4142, -0.0616], [-0.3706, -0.6809, 0.2068], [-0.1033, -0.7333, -0.0572], [-0.0366, 1.2962, 2.0633], [0.0663, 0.2268, 0.3846], [1.1975, 1.2828, -1.8679], [0.1951, -0.8481, -0.0366], [-1.3989, -1.3748, 1.9824], [1.4523, 2.7382, 0.4182], [-0.3817, -1.4242, -2.1268], [-0.2134, -1.9126, -2.9082], [-1.1840, -0.8266, 2.0992], [1.2284, 2.5624, 0.2080], [0.0067, -0.1387, -0.0121], [0.2638, 0.0873, -0.0396], [-0.1141, -0.2274, -0.3241]]
}

=====

Record 2
{
  "formula": "C20H20IN2O2PSc",
  "method": "the ωB97M-V functional and the def2-TZVPD basis",
  "largest_force_ev_per_a": 1.28,
  "e_homo_ev": -11.44,
  "charge": 1,
  "relative_energy_kcal_mol": 24.7,
  "symbols": ["Sc", "N", "N", "C", "O", "O", "H", "H", "H", "C", "C", "C", "C", "C", "C", "P", "C", "C", "C", "C", "C", "C", "C", "C", "C", "C", "C", "C", "H", "H", "H", "H", "H", "H", "H", "H", "H", "H", "H", "H", "H", "H", "H", "I", "C", "H", "H"],
  "positions_angstrom": [[-0.002, -1.581, -1.133], [-0.166, -3.534, -2.577], [-1.036, -4.440, -1.965], [-1.589, -4.099, -0.754], [-2.322, -4.788, -0.113], [-1.161, -2.860, -0.406], [-0.507, -3.243, -3.491], [0.748, -3.952, -2.740], [-1.225, -5.343, -2.367], [-0.771, 2.541, 4.854], [-1.802, 2.375, 3.938], [-1.600, 1.620, 2.793], [-0.360, 1.033, 2.563], [0.673, 1.192, 3.483], [0.464, 1.949, 4.627], [-0.082, -0.019, 1.120], [1.594, 0.293, 0.522], [2.341, -0.864, 0.276], [3.625, -0.794, -0.261], [4.172, 0.446, -0.534], [3.455, 1.612, -0.255], [2.179, 1.540, 0.269], [-1.212, 0.565, -0.195], [-0.919, 1.536, -1.163], [-1.862, 1.882, -2.117], [-3.106, 1.262, -2.123], [-3.410, 0.282, -1.186], [-2.465, -0.075, -0.234], [-0.931, 3.133, 5.746], [-2.765, 2.837, 4.111], [-2.409, 1.503, 2.082], [1.640, 0.733, 3.313], [1.268, 2.077, 5.339], [1.944, -1.834, 0.581], [4.193, -1.696, -0.445], [5.169, 0.517, -0.947], [3.907, 2.578, -0.441], [1.640, 2.448, 0.513], [0.050, 2.014, -1.179], [-1.625, 2.634, -2.859], [-3.840, 1.539, -2.869], [-4.374, -0.207, -1.198], [-2.689, -0.864, 0.475], [1.426, -1.562, -4.642], [1.086, -0.534, -2.792], [0.565, 0.369, -3.116], [2.089, -0.218, -2.500]],
  "forces_ev_per_a": [[0.3086, 0.5366, -0.0598], [0.1422, 0.1340, 0.0864], [-0.0503, -0.2047, -0.0783], [0.2708, 0.7567, 0.2470], [-0.0652, -0.1029, -0.0806], [-0.7512, -0.9702, 0.3816], [0.0030, 0.0040, -0.0664], [0.0342, -0.0294, -0.0619], [0.0380, 0.0040, -0.0769], [-0.0178, -0.0050, -0.0184], [0.0448, -0.0164, 0.0157], [-0.0531, 0.0595, 0.0135], [-0.0003, 0.1154, -0.0858], [0.0315, 0.0166, 0.1023], [-0.0123, -0.0181, -0.0486], [-0.1575, -0.3575, 0.3288], [0.1918, 0.1569, -0.1308], [0.1584, 0.0158, -0.0932], [-0.0947, -0.0243, 0.0470], [0.0407, 0.1107, -0.0140], [0.0429, -0.0855, -0.0041], [-0.0574, -0.0505, 0.0252], [0.1065, 0.0552, -0.2332], [-0.0835, 0.0583, 0.0209], [-0.0066, -0.0317, 0.0368], [-0.0314, 0.0076, -0.0180], [0.0547, 0.0488, -0.0375], [0.0015, -0.0631, -0.0376], [0.0036, -0.0128, -0.0132], [0.0134, -0.0059, 0.0070], [0.0144, -0.0007, -0.0014], [-0.0092, -0.0003, -0.0005], [-0.0116, -0.0006, -0.0078], [-0.0182, -0.0682, 0.0837], [-0.0108, 0.0028, 0.0087], [-0.0104, -0.0055, 0.0091], [-0.0038, -0.0147, -0.0191], [-0.0207, -0.0001, -0.0143], [0.0457, 0.0428, 0.0400], [-0.0097, -0.0114, 0.0073], [0.0123, -0.0079, 0.0088], [0.0100, 0.0024, 0.0022], [0.0065, 0.0266, 0.0453], [0.1113, -0.0425, -0.2017], [-0.1733, -0.0810, -0.2243], [-0.0177, 0.0255, 0.0140], [-0.0198, 0.0306, 0.0960]]
}

=====

Record 3
{
  "formula": "C20H20IN4O2S5SbTb",
  "method": "the ωB97M-V functional and the def2-TZVPD basis",
  "multiplicity": 7,
  "largest_force_ev_per_a": 0.81,
  "e_homo_ev": [-4.86, -4.88],
  "charge": -1,
  "relative_energy_kcal_mol": 0.0,
  "symbols": ["Tb", "C", "C", "N", "C", "C", "C", "O", "C", "C", "N", "C", "C", "C", "C", "C", "C", "I", "C", "O", "H", "H", "H", "H", "H", "H", "H", "H", "H", "H", "H", "H", "S", "Sb", "S", "S", "S", "C", "C", "C", "C", "N", "C", "S", "N", "C", "H", "H", "H", "H", "H", "H", "H", "H"],
  "positions_angstrom": [[0.750, -0.333, -1.176], [-0.925, 0.401, 3.453], [-1.210, 1.585, 2.573], [-1.749, 2.644, 3.148], [-1.985, 3.747, 2.412], [-1.697, 3.830, 1.075], [-1.984, 5.116, 0.352], [-0.805, 5.790, -0.105], [-1.124, 2.710, 0.438], [-0.739, 2.796, -0.963], [-0.208, 1.825, -1.580], [0.311, 1.909, -2.899], [-0.245, 2.694, -3.908], [0.376, 2.714, -5.144], [1.528, 1.954, -5.344], [2.025, 1.155, -4.322], [1.426, 1.079, -3.061], [-1.313, -1.615, -2.911], [-0.869, 1.546, 1.181], [-0.347, 0.464, 0.677], [-1.581, 0.446, 4.322], [0.112, 0.414, 3.796], [-1.068, -0.539, 2.920], [-2.427, 4.594, 2.931], [-2.558, 5.763, 1.016], [-2.588, 4.946, -0.538], [-0.145, 5.728, 0.594], [-0.858, 3.754, -1.467], [-1.160, 3.252, -3.737], [-0.041, 3.304, -5.953], [2.021, 1.966, -6.310], [2.906, 0.554, -4.531], [3.092, -2.530, 2.379], [5.017, -1.412, 1.109], [2.993, 0.125, 0.458], [1.857, -0.915, 1.865], [6.056, -0.191, 2.663], [0.564, -6.428, 1.796], [0.298, -5.121, 1.119], [-0.813, -4.367, 1.296], [-0.883, -3.105, 0.666], [0.114, -2.641, -0.064], [1.190, -3.419, -0.315], [2.396, -2.929, -1.364], [1.250, -4.644, 0.296], [-2.111, -2.275, 0.788], [-0.364, -6.870, 2.154], [1.224, -6.264, 2.652], [1.053, -7.131, 1.119], [-1.621, -4.716, 1.925], [2.106, -5.156, 0.152], [-2.707, -2.566, 1.655], [-2.698, -2.414, -0.126], [-1.844, -1.223, 0.838]],
  "forces_ev_per_a": [[-0.4409, -0.0860, 0.6695], [-0.0942, 0.0102, -0.0247], [-0.0866, 0.1869, 0.1880], [0.0120, -0.0049, -0.1141], [0.0243, -0.2373, 0.1996], [0.0018, 0.0562, -0.0460], [0.1853, -0.0037, -0.0956], [-0.1544, -0.0546, 0.0517], [0.0152, 0.1587, -0.2664], [-0.1707, 0.1539, 0.2129], [0.2525, -0.1620, -0.4301], [0.0620, 0.2174, -0.1858], [-0.0875, 0.0593, 0.0337], [0.0319, -0.0529, 0.0287], [-0.0222, 0.0330, 0.0288], [0.1737, -0.0766, -0.1014], [-0.0236, -0.0561, 0.0028], [-0.3324, -0.1232, -0.3212], [0.0658, -0.2277, -0.0160], [0.0933, -0.0242, -0.0253], [0.0411, -0.0083, -0.0171], [-0.0263, 0.0226, -0.0382], [0.0017, 0.0246, -0.0020], [0.0207, -0.0819, -0.0032], [-0.0558, 0.1053, 0.0653], [-0.0064, -0.0030, -0.0686], [0.0085, -0.0191, 0.0129], [-0.0153, 0.0700, -0.0026], [0.0251, 0.0212, -0.0145], [0.0262, -0.0156, 0.0223], [-0.0248, 0.0104, 0.0101], [-0.0171, -0.0060, -0.0209], [0.1032, 0.0931, -0.1462], [0.0854, -0.0211, 0.0742], [0.3400, 0.3134, 0.2151], [0.0648, -0.0916, 0.3338], [-0.0133, -0.0756, -0.0793], [0.0100, 0.0194, -0.0149], [0.0701, -0.2328, 0.1200], [-0.2943, 0.0225, 0.1230], [0.0055, 0.0302, -0.0312], [-0.1852, -0.2491, -0.0088], [0.0607, 0.0332, -0.1681], [-0.1597, -0.0019, 0.0689], [0.2533, 0.0862, -0.1095], [-0.0374, -0.0296, 0.0413], [0.0530, 0.0452, -0.0195], [-0.0126, 0.0017, -0.0502], [-0.0310, 0.0270, 0.0219], [0.0468, 0.0401, -0.0442], [0.0666, -0.0291, -0.0023], [0.0478, 0.0088, -0.0703], [0.0234, 0.0147, 0.0123], [0.0198, 0.1086, 0.0011]]
}

=====

Record 4
{
  "formula": "C20H20N2O3",
  "method": "the ωB97M-V functional and the def2-TZVPD basis",
  "largest_force_ev_per_a": 15.05,
  "e_homo_ev": -8.48,
  "smiles": "CCCc1nc2ccccc2c(=O)n1CC(=O)c1ccc(OC)cc1",
  "relative_energy_kcal_mol": 381.3,
  "symbols": ["C", "C", "C", "C", "N", "C", "C", "C", "C", "C", "C", "C", "O", "N", "C", "C", "O", "C", "C", "C", "C", "O", "C", "C", "C", "H", "H", "H", "H", "H", "H", "H", "H", "H", "H", "H", "H", "H", "H", "H", "H", "H", "H", "H", "H"],
  "positions_angstrom": [[2.529, 2.849, -3.178], [1.724, 1.820, -2.294], [2.747, 1.363, -1.513], [2.269, 0.349, -0.420], [2.488, -0.809, -0.639], [1.838, -2.019, -0.096], [2.025, -3.347, -0.452], [1.367, -4.276, 0.411], [0.821, -4.151, 1.595], [0.640, -2.762, 1.831], [0.997, -1.528, 1.049], [0.960, -0.343, 1.605], [0.329, 0.116, 2.415], [1.596, 0.735, 0.743], [1.144, 2.190, 0.967], [-0.051, 2.537, 0.507], [-0.276, 3.716, 0.119], [-1.023, 1.518, 0.410], [-2.285, 1.648, 1.122], [-3.243, 0.819, 1.237], [-3.256, -0.581, 0.129], [-4.213, -1.305, 0.360], [-5.325, -1.344, 1.059], [-2.205, -0.595, -0.460], [-1.194, 0.547, -0.527], [3.071, 3.740, -2.721], [1.838, 3.405, -3.993], [3.445, 2.304, -3.924], [0.949, 2.234, -1.762], [1.350, 1.057, -2.935], [3.298, 2.130, -0.618], [3.844, 0.749, -1.723], [2.729, -3.600, -1.167], [1.573, -5.370, 0.144], [0.326, -4.728, 2.403], [-0.086, -2.461, 2.674], [2.054, 2.782, 0.662], [1.048, 1.973, 2.018], [-2.378, 2.445, 1.729], [-4.212, 1.059, 1.692], [-5.932, -2.131, 0.772], [-5.100, -1.201, 2.183], [-5.966, -0.235, 0.746], [-1.993, -1.353, -1.013], [-0.262, 0.052, -1.147]],
  "forces_ev_per_a": [[0.3049, 1.5036, -4.7945], [1.5110, 2.8205, -5.1601], [8.2467, -3.4721, 10.1307], [-1.7447, 5.0738, 1.6149], [1.1317, -10.0861, -3.3636], [0.1819, 6.3832, 2.1785], [-2.3453, 1.6738, 3.1029], [3.8595, -5.1119, -4.4720], [-2.4760, 5.0532, 3.1059], [-2.9914, 3.8737, 1.6939], [2.2419, -14.1759, -2.3797], [3.8121, 5.8986, -6.2796], [-5.1483, 2.2522, 8.3756], [0.0099, -0.1078, -1.7416], [8.8297, -4.1183, 2.3441], [-4.3276, 5.5228, -4.2995], [0.1419, -2.4224, 1.1788], [-5.0996, -2.4890, -1.8963], [3.2904, 1.1170, 0.0127], [-4.1470, -5.4322, -3.5060], [-5.1038, 9.6087, 10.3982], [-1.0421, -6.7146, -2.9452], [-2.2838, 6.9474, 2.7805], [8.2531, 4.9781, -3.3837], [3.3393, -4.2772, -0.3888], [-0.8275, -1.5281, 0.2196], [1.3528, -1.3853, 1.6990], [-2.8718, 1.2712, 2.4566], [-1.7396, 1.2566, 1.0827], [-0.4495, -0.7037, -0.6023], [-1.6056, -0.9146, -3.1353], [-3.5379, 1.9283, -0.9656], [0.8473, -0.6796, -1.4373], [-0.3047, 1.4161, -0.1942], [0.8574, -0.5486, -1.3877], [1.5010, -0.6535, -0.7693], [-1.4592, -0.0860, 0.7660], [-0.0659, 1.4056, 1.2194], [-0.0415, 3.1096, 1.9257], [0.7171, -0.1047, 0.1889], [-0.9512, -1.6518, -0.2252], [-0.6355, -0.6825, -1.5177], [1.2789, -3.1212, 1.0496], [1.6907, -4.6709, -3.8602], [-2.1996, 2.0439, 1.1809]]
}